# 1
Density functional theory data (ωB97M-V/def2-TZVPD) for C30H50ClNOPRu as an isolated structure in a non-equilibrium geometry.

```
85
Properties=species:S:1:pos:R:3:forces:R:3:lowdin_spin:R:1
Ru -0.74577 1.37321 0.56914 3.347 2.455 -1.746 2.060
P -0.07065 -0.69603 -0.16350 -0.739 -1.160 -0.254 0.043
Cl -1.84205 0.53910 2.30162 -1.418 -0.939 2.118 0.122
C 1.67481 1.16193 0.62328 1.961 -1.044 1.879 0.466
H 2.69847 0.80562 0.63393 0.438 -1.416 0.561 0.036
H 1.42864 1.16680 1.74128 -0.164 1.458 -1.484 0.020
C -1.85764 -1.12160 -0.62177 0.838 -0.846 0.097 0.025
C 0.39419 -1.85223 1.26912 -0.194 0.522 -0.376 -0.001
C -2.19612 -2.37054 -1.44956 -0.287 0.267 0.146 0.004
H -2.31055 -1.22211 0.37859 0.027 0.005 -0.201 0.001
C -3.71919 -2.53038 -1.51250 -0.049 -0.089 0.009 0.002
H -1.79731 -2.26319 -2.46778 -0.109 -0.041 0.150 0.000
H -1.74354 -3.27106 -1.01581 -0.137 0.193 -0.088 0.001
C -4.43920 -1.26604 -2.00404 0.073 -0.105 -0.135 0.004
H -3.96405 -3.37780 -2.16505 -0.116 0.078 0.088 0.000
H -4.08741 -2.78033 -0.50837 0.067 0.013 -0.071 0.000
C -3.97929 0.00934 -1.29975 0.264 0.128 0.149 0.007
H -4.26796 -1.16123 -3.08289 0.020 0.017 0.028 0.000
H -5.51810 -1.38827 -1.86712 0.022 -0.017 -0.083 0.001
C -2.44494 0.12348 -1.26960 -0.880 -0.131 -0.509 0.075
H -4.40616 0.89521 -1.78658 -0.019 -0.156 0.057 0.000
H -4.33066 0.01092 -0.25940 0.018 0.001 -0.095 0.000
H -2.06995 0.22399 -2.30351 0.030 0.128 0.319 0.002
H -2.18233 1.06290 -0.71918 -0.470 -0.354 -0.605 0.036
C 1.00254 -1.35374 -1.62363 -0.091 0.545 0.713 -0.001
C 1.91477 -2.00700 1.38119 0.113 -0.117 0.043 0.005
H 0.02784 -1.25055 2.12014 0.166 -0.259 -0.133 0.001
C 2.30745 -2.73311 2.67238 -0.146 0.128 0.011 0.001
H 2.29602 -2.58287 0.52456 -0.017 0.110 0.228 0.000
H 2.39328 -1.02269 1.32821 -0.092 -0.317 0.105 0.004
C 1.58433 -4.07380 2.84026 -0.001 -0.058 -0.127 0.000
H 3.39208 -2.89071 2.67813 -0.090 0.005 0.099 0.000
H 2.06896 -2.08514 3.52639 0.018 -0.054 -0.085 0.000
C 0.07252 -3.98086 2.59673 -0.073 0.186 0.102 0.000
H 2.01881 -4.81077 2.15077 -0.040 0.092 -0.021 0.000
H 1.75935 -4.45665 3.85185 0.021 -0.037 -0.099 0.000
C -0.30122 -3.22008 1.31843 0.106 -0.002 -0.176 -0.001
H -0.35900 -4.98796 2.55021 0.040 0.089 0.097 0.000
H -0.39466 -3.46965 3.44938 0.048 -0.039 -0.089 0.000
H -0.00925 -3.81990 0.44211 -0.114 0.095 0.248 0.000
H -1.39081 -3.09574 1.27194 0.199 -0.032 0.047 0.000
C 0.60429 -0.71219 -2.95580 0.138 0.135 -0.186 0.002
H 2.00634 -0.98624 -1.34063 -0.187 -0.055 -0.157 0.001
C 1.63345 -1.01845 -4.05168 -0.037 -0.113 0.120 0.000
H -0.38348 -1.08608 -3.26001 0.192 0.038 0.001 0.000
H 0.51408 0.37444 -2.85952 0.038 -0.385 -0.040 0.001
C 1.87513 -2.52123 -4.23041 -0.090 -0.003 0.021 0.000
H 1.29166 -0.57990 -4.99583 0.114 -0.033 0.046 0.000
H 2.58071 -0.52717 -3.79092 -0.103 -0.023 -0.001 0.000
C 2.11972 -3.24336 -2.89976 0.070 0.228 0.081 0.000
H 1.00740 -2.96941 -4.73276 0.022 0.043 0.087 0.000
H 2.73461 -2.67687 -4.89216 -0.104 -0.040 0.002 0.000
C 1.09751 -2.88004 -1.81263 -0.216 -0.067 0.077 0.000
H 2.10780 -4.32776 -3.05598 0.057 0.080 0.000 0.000
H 3.12352 -2.98467 -2.53198 -0.108 -0.019 -0.036 0.000
H 0.10976 -3.27045 -2.09488 0.258 0.051 0.010 0.000
H 1.37975 -3.38728 -0.88110 -0.099 0.164 -0.391 0.000
C 0.40256 2.31623 -1.09069 -0.774 -0.626 -0.037 0.009
C 1.83003 2.00858 -0.60194 -0.099 -0.196 -0.703 0.054
H 0.17499 1.69678 -1.98599 0.274 0.641 0.668 0.006
C 2.84658 3.19389 -0.45661 -0.492 -0.435 -0.364 0.025
H 2.33756 1.22065 -1.29123 -0.784 1.316 0.531 0.013
C 2.07118 4.46006 -0.11479 0.121 -0.484 0.170 0.005
H 3.58557 2.96650 0.33109 -0.258 -0.064 -0.240 0.004
H 3.41789 3.31821 -1.40805 -0.403 0.028 0.470 0.002
C 1.10789 4.81675 -1.22648 -0.509 0.014 -0.183 0.000
H 1.49974 4.27742 0.81675 0.238 0.247 -0.363 0.002
H 2.78680 5.25737 0.02656 0.137 0.477 0.269 0.001
C 0.01381 3.74562 -1.43538 -0.404 0.565 0.039 0.003
H 0.61682 5.76271 -0.98191 0.054 0.051 -0.086 0.000
H 1.63933 4.97061 -2.18365 0.092 -0.047 0.354 0.000
H -0.93060 4.07794 -0.93412 0.784 -0.352 -0.094 0.001
H -0.20925 3.71987 -2.49728 -0.291 0.334 -0.348 0.001
O -0.64371 3.44543 1.50560 0.165 -0.525 -0.363 0.091
N -0.87788 3.66632 2.82012 -1.879 -0.139 -1.757 0.364
C 0.16183 3.63624 3.69871 2.095 -0.409 -2.339 0.600
C -0.09052 3.68657 5.06021 -1.433 0.205 3.441 0.393
C -1.40878 3.78373 5.50764 1.588 -0.162 1.733 0.308
C -2.45649 3.86414 4.58740 -0.824 0.043 1.604 0.584
C -2.16372 3.87464 3.22197 0.592 0.216 -2.988 0.486
H 1.16048 3.53275 3.27630 -0.431 0.072 -0.046 0.037
H 0.74897 3.61488 5.73432 -0.060 0.045 0.162 0.020
H -1.62701 3.79025 6.57752 0.110 -0.006 -0.305 0.010
H -3.48327 3.93679 4.87670 -0.355 -0.020 0.300 0.033
H -2.91929 3.92527 2.45369 0.232 -0.091 -0.076 0.035
```
Forces are in eV/Å.

Results
HOMO (alpha / beta): -0.96 / -3.87 eV
charge: -1
multiplicity: 7
LUMO (alpha / beta): 2.5 / 0.9 eV
orbital gap (alpha / beta): 3.5 / 4.8 eV

# 2
Density functional theory data (ωB97M-V/def2-TZVPD) for C33H29BrN5O2PbS3 as an isolated structure.

```
74
Properties=species:S:1:pos:R:3:forces:R:3:mulliken_charge:R:1
Pb -0.18731 -1.52918 1.58463 0.510 0.175 0.035 0.530
C -0.13043 -3.67102 -4.55931 -0.067 0.071 0.043 -1.164
C 0.72413 -3.55793 -3.33535 0.124 -0.010 0.076 0.225
C 2.03515 -4.01648 -3.28680 -0.063 0.033 0.077 -0.580
C 2.79346 -3.84961 -2.13724 0.000 0.028 0.018 -0.582
C 2.18011 -3.20824 -1.07669 -0.087 0.032 -0.072 -0.174
Br 3.16165 -2.88782 0.53024 0.149 -0.094 0.012 -0.189
N 0.94648 -2.77395 -1.08791 0.224 -0.021 0.171 0.423
C 0.23139 -2.94662 -2.18566 0.007 -0.110 -0.280 -0.276
H 0.39360 -4.19008 -5.36030 -0.020 -0.017 -0.026 0.381
H -0.40500 -2.67221 -4.90200 -0.049 -0.011 -0.061 0.262
H -1.05265 -4.20904 -4.33613 -0.031 -0.021 -0.057 0.235
H 2.47071 -4.50302 -4.15028 0.009 -0.020 -0.047 0.376
H 3.81561 -4.19008 -2.06630 0.014 -0.011 -0.007 0.412
H -0.78391 -2.57304 -2.15508 -0.110 0.050 -0.039 0.688
S -2.69436 -0.85327 1.03709 -0.354 -0.157 0.244 -0.599
C -3.03974 -2.14927 -0.10250 0.087 0.177 0.104 0.639
C -3.94356 -1.87048 -1.11926 -0.081 -0.194 -0.319 -1.155
C -4.28946 -2.81674 -2.08124 0.510 -0.264 0.606 0.642
C -5.16335 -2.46237 -3.13594 -0.436 0.179 -0.495 -0.193
N -5.87222 -2.15228 -3.98770 -0.014 -0.003 0.013 -0.584
C -3.74320 -4.11076 -1.98566 0.030 0.696 0.429 0.551
C -2.86920 -4.40504 -0.94769 -0.070 0.053 -0.178 -0.941
C -2.47290 -3.44575 -0.01229 -0.045 -0.005 0.047 0.660
S -1.32496 -3.93967 1.19529 -0.032 -0.168 0.350 -0.537
C -4.06724 -5.09300 -2.95305 -0.080 -0.504 -0.418 -0.133
N -4.31073 -5.89326 -3.74242 -0.015 -0.046 -0.019 -0.596
H -4.38685 -0.88572 -1.17523 0.019 0.027 -0.006 0.504
H -2.45420 -5.39943 -0.86622 0.019 -0.038 -0.047 0.532
C 1.96421 5.64166 -0.86603 0.069 -0.103 0.035 -1.676
C 2.77049 4.40019 -0.45048 0.067 0.052 -0.100 2.192
C 2.60078 3.33948 -1.53923 0.025 0.094 0.124 -2.087
C 4.25878 4.76603 -0.35083 -0.127 -0.029 -0.014 -1.717
C 2.27802 3.92378 0.91408 -0.020 -0.070 -0.069 0.468
C 2.30344 4.82380 1.99087 -0.012 0.032 0.172 -0.450
C 1.86172 4.47087 3.24940 0.024 0.064 -0.017 -1.366
C 1.35887 3.19419 3.43714 -0.092 -0.282 -0.044 1.283
S 0.72467 2.46972 4.87505 0.029 -0.046 -0.283 -0.462
C 0.41660 0.97789 3.95212 0.315 0.813 -0.027 0.951
N 0.76768 1.05576 2.71520 -0.229 -0.637 -0.120 0.031
C 1.31007 2.27087 2.37880 0.123 0.624 0.398 -2.191
C 1.79789 2.64155 1.12499 -0.001 -0.013 0.004 0.366
C -0.17401 -0.16453 4.63099 -0.368 -0.871 0.256 0.843
C -0.42495 -0.03221 6.00410 0.067 0.072 -0.211 -0.930
C -0.98308 -1.06398 6.72513 -0.052 -0.035 0.155 -0.668
C -1.28938 -2.25135 6.07812 0.006 0.002 0.124 -0.670
C -1.04138 -2.38298 4.72300 0.060 -0.170 -0.311 -0.192
C -0.48863 -1.36579 3.94356 0.025 0.619 0.177 -0.403
H 2.24601 5.95806 -1.87089 0.034 0.012 -0.057 0.453
H 2.14035 6.47628 -0.18945 -0.026 0.060 0.032 0.334
H 0.89757 5.41739 -0.86192 -0.055 0.013 -0.017 0.356
H 2.98153 3.72287 -2.48602 0.019 0.034 -0.035 0.456
H 1.55135 3.08737 -1.67831 -0.104 -0.108 -0.016 0.324
H 3.15071 2.42945 -1.30509 0.015 -0.081 -0.004 0.415
H 4.62399 5.13576 -1.30968 0.022 0.021 -0.062 0.431
H 4.84392 3.88990 -0.07277 0.060 -0.029 0.021 0.391
H 4.42431 5.53969 0.39756 0.047 0.035 0.039 0.352
H 2.68502 5.82679 1.85366 0.018 0.016 -0.076 0.379
H 1.89948 5.17119 4.07213 0.022 0.081 -0.002 0.376
H 1.80506 1.90024 0.34282 -0.121 -0.061 -0.129 0.611
H -0.18010 0.89613 6.50703 -0.038 -0.049 0.103 0.328
H -1.18067 -0.94484 7.78277 0.010 0.003 0.017 0.371
H -1.72413 -3.07095 6.63735 -0.019 -0.039 -0.020 0.386
H -1.29240 -3.32148 4.24283 -0.088 -0.050 -0.054 0.328
N -1.59141 1.70643 -0.64784 -0.194 -0.026 0.124 -0.330
C -1.95806 1.43884 -2.03471 0.069 -0.111 0.038 -0.243
C -0.96383 0.45717 -2.66722 -0.278 0.267 -0.027 0.554
O -1.08062 0.01458 -3.78042 -0.041 -0.040 -0.030 -0.676
O 0.05753 0.15983 -1.87986 0.284 -0.127 0.209 -0.269
H -2.04447 1.02152 -0.02795 0.099 0.175 -0.197 -0.114
H -1.88558 2.62704 -0.35048 0.110 0.020 -0.048 0.244
H -0.11518 0.62670 -1.02626 0.069 0.070 -0.135 0.234
H -1.90225 2.35765 -2.62243 -0.045 -0.067 -0.020 0.390
H -2.96090 1.01681 -2.15985 0.074 0.037 -0.060 0.244
```
Forces are in eV/Å.

Results
HOMO: -4.39 eV
charge: -1
multiplicity: 1
LUMO: 2.1 eV
orbital gap: 6.5 eV

# 3
Density functional theory data (ωB97M-V/def2-TZVPD) for C16H34OP2Sn as an isolated structure in a non-equilibrium geometry.

```
54
Properties=species:S:1:pos:R:3:forces:R:3:nbo_charge:R:1
P -6.68056 0.82047 0.78353 -0.149 0.065 -0.078 0.792
P -6.41242 -0.94006 -1.91946 -0.117 -0.033 0.023 0.789
C -8.18191 0.62499 -0.32457 0.236 0.020 0.227 -0.702
C -8.11849 -0.63735 -1.19938 0.291 -0.035 -0.157 -0.701
H -8.23053 1.53424 -0.94759 -0.024 -0.315 0.156 0.222
H -9.07030 0.59678 0.32534 0.092 0.179 -0.293 0.219
H -8.37438 -1.53661 -0.61358 0.036 0.317 -0.155 0.222
H -8.82229 -0.55564 -2.04224 0.011 -0.182 0.304 0.219
C -6.62924 -0.13709 -3.56580 0.082 -0.057 0.027 -0.939
H -5.75856 -0.39643 -4.18512 -0.268 0.159 0.076 0.234
H -6.66038 0.95429 -3.44132 0.003 -0.275 -0.105 0.231
H -7.54914 -0.48645 -4.05301 0.183 0.136 -0.013 0.213
C -6.62497 -2.69884 -2.40452 -0.032 -0.005 -0.104 -0.941
H -7.53435 -2.83813 -3.00405 0.180 -0.136 0.092 0.214
H -6.67713 -3.31232 -1.49431 0.015 0.090 -0.294 0.231
H -5.74301 -3.00133 -2.98562 -0.276 -0.044 0.124 0.234
C -6.89131 2.59064 1.22493 -0.061 0.009 0.095 -0.941
H -6.15545 2.83762 2.00247 -0.235 0.062 -0.186 0.234
H -7.90668 2.78999 1.59254 0.205 0.129 -0.044 0.214
H -6.68582 3.20246 0.33548 -0.064 -0.087 0.289 0.231
C -7.33387 0.03909 2.32082 0.100 0.041 0.000 -0.939
H -7.40295 -1.04848 2.17976 -0.008 0.274 0.105 0.231
H -8.31923 0.44828 2.57985 0.164 -0.145 0.054 0.213
H -6.62073 0.24366 3.13222 -0.255 -0.138 -0.135 0.233
Sn 0.29524 -0.02312 0.02751 0.378 0.023 0.794 1.300
C -1.48057 -1.45702 -1.01488 0.428 -0.578 0.997 -0.263
C -1.48675 -0.29452 -1.77512 0.187 0.964 -0.748 -0.297
C -2.52195 0.81287 -1.66655 -0.615 0.413 -0.380 -0.463
C -2.19963 1.98383 -0.68609 -0.352 0.453 -0.608 -0.445
C -1.56905 1.59996 0.62265 -0.438 -1.486 0.895 -0.253
C -1.87017 0.43699 1.36144 0.294 1.496 -0.566 -0.253
C -2.91487 -0.57073 0.98488 -1.091 -0.551 -0.027 -0.475
C -2.46580 -1.77970 0.10011 -0.214 -0.316 0.320 -0.443
C 1.41949 0.90453 1.59291 -1.253 0.713 1.559 -1.073
H -0.83897 -2.29507 -1.32281 -0.364 0.396 -0.069 0.238
H -0.81647 -0.21768 -2.64561 -0.370 -0.310 0.415 0.236
H -3.51866 0.38799 -1.42149 0.607 0.159 -0.181 0.233
H -2.62954 1.26776 -2.68500 0.024 -0.357 0.775 0.223
H -1.53751 2.70712 -1.21545 -0.315 -0.527 0.444 0.221
H -3.13640 2.55658 -0.47319 0.377 -0.368 -0.187 0.217
H -0.94358 2.36708 1.08787 -0.145 -0.335 -0.050 0.234
H -1.42367 0.31159 2.35543 -0.065 0.236 -0.447 0.228
H -3.77950 -0.06416 0.50648 0.506 -0.310 0.330 0.238
H -3.31488 -0.99791 1.93809 0.205 0.265 -0.705 0.223
H -2.02128 -2.55098 0.77221 -0.142 0.551 -0.585 0.221
H -3.37415 -2.26656 -0.33937 0.435 0.401 0.233 0.220
H 2.11196 0.17552 2.01198 0.027 0.237 -0.193 0.220
H 0.74980 1.22764 2.41000 0.436 0.343 -0.262 0.193
H 1.89922 1.73295 1.05152 -0.029 -0.227 0.644 0.222
C 3.51489 -0.15480 0.06408 -0.367 -0.536 -0.797 -0.253
O 2.17635 -0.37580 -0.44900 1.876 -0.513 -0.756 -0.973
H 4.00151 -0.15568 -0.93369 0.969 0.016 1.162 0.190
H 3.82221 -1.00659 0.73661 -0.148 0.515 -0.876 0.159
H 3.79951 0.76751 0.68003 -0.949 -0.797 -1.142 0.159
```
Forces are in eV/Å.

Results
HOMO (alpha / beta): -5.73 / -5.81 eV
charge: 0
multiplicity: 1
LUMO (alpha / beta): 0.1 / 0.1 eV
orbital gap (alpha / beta): 5.8 / 5.9 eV
energy relative to the best compared isomer or geometry (same formula, charge and spin): 321.5 kJ/mol

- Which value of charge does entry 2 give?
  -1